Computed, not measured: 11 unconnected molecules or ions with the total composition C81H185N11O17 at a distorted geometry, with the ωB97M-V functional and the def2-TZVPD basis.

Properties
- multiplicity = 1
- largest force on an atom (eV Å⁻¹) = 4.1
- orbital gap (eV) = 8.58
- SMILES string = CC1(C)CCCC(C)(C)N1O.CC1(C)CCCC(C)(C)N1O.CC1(C)CCCC(C)(C)N1O.CC1(C)CCCC(C)(C)N1O.CC1(C)CCCC(C)(C)N1O.COCCNCCOC.COCCNCCOC.COCCNCCOC.COCCNCCOC.COCCNCCOC.COCCNCCOC
- E_LUMO (eV) = 0.46
- relative energy (zero: lowest compared OMol25 entry of this formula, charge and spin) (kJ/mol) = 0.0
- net charge = 0

Each line ends with the Löwdin charge.
CARTESIAN COORDINATES (ANGSTROEM)
O: 3.32138 -6.12744 1.50954  -0.040
O: 3.34086 -4.38169 -5.78749  -0.171
O: -0.03899 3.76657 -5.22495  -0.197
O: 1.01642 0.40355 -1.62826  -0.084
O: 2.96637 -1.13002 -2.86631  -0.191
O: -0.55991 2.75442 4.89127  -0.186
O: -2.52297 -4.42817 -3.49142  -0.063
O: 3.01995 7.56387 7.26954  -0.166
O: -4.32637 -4.51860 1.29595  -0.181
O: -5.36549 0.62800 2.73860  -0.237
O: 0.20538 7.63552 3.58627  -0.187
O: 6.71455 1.63583 -4.78115  -0.214
O: -1.87658 -2.09142 -5.20181  -0.225
O: -5.22533 -1.20831 5.05524  -0.044
O: 2.38871 2.90614 3.73817  -0.211
O: 3.68704 1.53955 -7.42477  -0.187
O: -3.56793 7.12979 -3.14792  -0.027
N: -5.90789 -2.06496 2.20851  -0.037
N: -2.99008 6.19926 -2.25232  -0.098
N: 2.54848 2.35348 -4.93690  -0.022
N: 1.96309 5.35947 2.73214  -0.031
N: 4.54884 -5.45043 1.23453  -0.080
N: -2.00948 -5.69677 -3.91224  -0.056
N: 0.94932 -0.27514 -0.43466  -0.069
N: -4.97850 -1.29565 6.47962  -0.051
N: 0.64128 5.04724 6.21102  -0.020
N: 6.71958 -0.78811 -2.87030  -0.056
N: 1.19469 -2.90792 -6.80962  -0.047
C: -0.54296 -1.74951 0.91244  -0.119
C: -2.66545 -0.11259 6.01593  -0.022
C: -1.45936 2.52431 3.85151  -0.096
C: -1.66841 6.69690 -1.70332  -0.519
C: -4.67820 6.85135 -0.46193  -0.028
C: -2.90407 -2.50354 6.01758  -0.037
C: -0.97889 -6.20924 -2.97660  -0.470
C: -5.08927 5.07426 -2.12386  -0.060
C: 7.52001 1.45009 -3.64421  -0.255
C: 2.60497 -1.95337 -3.95523  -0.113
C: 4.27208 -5.33558 -5.27141  -0.076
C: 6.19641 2.93556 -4.82197  -0.115
C: 1.55565 2.74937 -3.85325  -0.139
C: 2.56001 1.13439 0.67609  -0.015
C: 3.23303 -4.34136 -0.55046  -0.016
C: -4.00110 5.76622 -1.28899  -0.512
C: -5.82481 -3.42065 2.77020  -0.215
C: 5.74959 -4.16792 -0.45014  -0.139
C: 5.32163 -0.40506 -3.26158  -0.157
C: -2.78720 -7.85169 -4.52914  -0.153
C: -4.69057 -1.42573 1.76129  -0.239
C: 5.79535 -2.93205 0.34987  -0.197
C: 3.36210 -3.55791 2.51148  -0.035
C: 1.09446 0.71374 0.68127  -0.465
C: 1.91355 -3.91167 -7.56555  -0.213
C: -0.83507 -1.93942 -6.08176  -0.232
C: -3.88821 -5.80338 0.88317  -0.095
C: -2.02701 5.09217 0.18303  -0.193
C: 1.80236 6.68672 2.08704  -0.179
C: -0.16394 -3.31394 -6.42430  -0.156
C: -0.53781 -0.71642 2.04947  -0.160
C: 3.17476 4.73577 2.56039  -0.266
C: -1.72201 8.01475 -0.94755  -0.033
C: 1.63349 5.63901 7.08979  -0.232
C: -0.34073 -1.07901 -0.43404  -0.474
C: -5.73048 1.03941 6.76804  -0.022
C: -5.56826 -0.57513 8.68952  -0.138
C: 0.24139 2.04990 0.50980  0.001
C: -1.12857 3.33444 6.05809  -0.229
C: -5.91260 1.88547 2.57519  -0.138
C: 4.18154 8.12656 6.85387  -0.170
C: -5.05705 -0.05300 1.37651  -0.119
C: 4.33801 -1.28357 -2.57528  -0.203
C: -1.77833 -8.53503 -3.57467  -0.178
C: 2.36413 1.02916 -5.57590  -0.196
C: 4.51715 -5.05515 -0.14323  -0.531
C: -4.27643 -6.42797 -3.04940  -0.032
C: 0.12436 2.68295 -4.36088  -0.233
C: -5.63375 -4.50019 1.81496  -0.262
C: -0.03694 3.88930 6.84759  -0.214
C: -0.58466 -7.62641 -3.40562  -0.149
C: 3.46003 0.50911 -6.50160  -0.219
C: 3.51130 3.76699 3.61675  -0.223
C: -0.14435 -2.13613 -1.52552  -0.028
C: -3.23115 -6.47502 -4.18278  -0.541
C: -0.78410 6.96283 -2.93483  -0.025
C: -4.11704 -0.33168 8.96307  -0.207
C: -3.54262 -1.27022 6.72501  -0.434
C: -1.29254 3.91322 -5.74483  -0.152
C: 5.18636 -4.89619 3.53026  -0.044
C: 4.67761 -4.26352 2.22852  -0.467
C: -7.32663 -0.84473 6.95978  -0.010
C: 0.25230 -5.26328 -3.06529  -0.019
C: -1.15305 7.64188 3.95904  -0.095
C: -1.41769 -6.16482 -1.49014  -0.034
C: -1.14722 5.58392 -0.89981  -0.173
C: 7.74557 -0.02555 -3.53093  -0.235
C: 2.53103 -4.99094 -6.72782  -0.264
C: 4.90953 1.52011 -8.13395  -0.108
C: -5.82558 -0.37465 7.21425  -0.536
C: 4.63702 -6.35614 -0.97860  -0.017
C: -2.52137 -0.88635 -4.86890  -0.077
C: 5.83222 -3.37584 1.78030  -0.143
C: -3.33276 4.59405 -0.41633  -0.092
C: 2.55127 6.57782 6.34713  -0.229
C: 2.59685 1.92705 4.70544  -0.113
C: 0.81677 0.02445 2.00281  -0.127
C: 0.40337 7.19258 2.26244  -0.249
C: -3.93793 -5.89569 -5.41497  -0.040
C: -3.24480 -1.28924 8.27782  -0.122
C: -1.56860 -0.23877 -0.79554  -0.019
H: -2.43929 8.67183 -1.44588  0.088
H: -4.17384 -1.90816 0.93210  0.112
H: -4.17500 -4.81876 -5.29195  0.089
H: -1.89075 -2.58450 6.44814  0.094
H: 2.10313 0.26489 -4.81263  0.094
H: 3.30617 5.96806 5.83226  0.103
H: -7.99804 -0.18821 7.47780  0.071
H: -1.01252 6.20451 -3.74136  0.091
H: -1.53780 4.33717 0.78467  0.090
H: 7.85425 -0.46148 -4.53835  0.127
H: -4.99062 -3.43531 3.51172  0.125
H: 3.17321 -4.08750 -1.58716  0.067
H: 1.61638 2.07989 -3.02687  0.072
H: 3.01024 -5.69005 -7.38460  0.114
H: 1.58272 -1.77220 -4.28757  0.072
H: -0.03345 1.72198 -4.94077  0.115
H: 5.38900 2.94364 -4.09035  0.083
H: 3.87106 -6.13537 -4.68267  0.083
H: -6.17995 -1.52938 3.01209  0.070
H: 1.20851 -4.34311 -8.25991  0.111
H: -2.26408 -0.93790 8.35446  0.099
H: 0.69795 -2.70959 -1.18830  0.067
H: 4.03825 8.55757 5.86503  0.085
H: -6.88610 1.86567 2.22140  0.066
H: 1.80059 3.71967 -3.44169  0.115
H: 1.11361 4.72968 5.38847  0.076
H: -2.26854 -7.82142 -5.51508  0.129
H: 2.00759 7.04949 5.49502  0.126
H: 5.74514 -4.25076 4.17006  0.079
H: 4.00369 5.54789 2.56014  0.164
H: -4.22566 -6.12919 -0.10014  0.065
H: -1.51551 0.29697 -1.70627  0.064
H: 5.09372 7.50397 6.82112  0.095
H: -0.36112 -4.05982 -5.61416  0.098
H: 1.76532 -0.04652 -2.07935  0.074
H: -3.99686 7.30040 0.26696  0.062
H: -1.62300 -0.41167 6.13412  0.088
H: 3.46838 -3.08725 3.49922  0.093
H: 1.27721 6.37281 7.86936  0.133
H: -0.98545 -2.82933 -1.57168  0.078
H: 0.70697 3.11604 7.06579  0.115
H: 2.50558 7.39272 2.56031  0.126
H: 4.85311 -5.79316 -6.08051  0.096
H: 2.54773 -4.29186 2.58924  0.092
H: -3.27498 -1.20257 -4.19436  0.083
H: 1.23536 4.78454 2.38309  0.093
H: -1.79133 0.41430 0.03222  0.042
H: -3.45822 -3.40809 6.18934  0.079
H: -5.49096 6.43706 0.11920  0.080
H: 4.97142 0.63402 -8.81049  0.097
H: -1.45574 -0.09309 2.05472  0.092
H: 0.26919 6.81049 -2.62505  0.096
H: -4.76585 1.48129 6.94635  0.063
H: -1.63776 3.01592 -6.30856  0.097
H: 5.93407 -2.56823 2.47794  0.119
H: 1.66588 -5.55893 -6.27825  0.133
H: 2.88068 1.20390 -0.36242  0.083
H: -1.34122 4.80049 -6.39621  0.093
H: 0.02038 -7.64258 -4.29767  0.115
H: -6.35084 -4.34665 1.05793  0.112
H: -2.28088 5.89421 0.86620  0.092
H: 4.57583 -2.33801 -2.72556  0.117
H: 5.23909 0.67965 -3.03313  0.123
H: -1.31369 -1.57750 -7.03693  0.138
H: -4.91603 -6.37557 -5.60439  0.087
H: 0.79947 2.76041 1.09315  0.052
H: -4.23937 0.53777 0.94909  0.108
H: 4.41755 8.96903 7.48358  0.083
H: -6.19786 0.12340 9.23192  0.126
H: -0.70967 8.49753 -0.99580  0.102
H: -2.29085 -8.80470 -2.58286  0.126
H: -2.20065 -3.73820 -4.11307  0.078
H: 3.21866 4.23027 1.63617  0.096
H: -5.78258 2.46054 3.49110  0.088
H: 2.95384 2.41151 5.60029  0.085
H: 5.00680 -2.24992 0.15151  0.083
H: -5.91102 1.10886 5.66114  0.101
H: -2.00335 4.14612 -4.92099  0.081
H: -0.18320 5.96421 -0.44613  0.135
H: -0.08157 -1.20487 -5.73556  0.108
H: -1.87842 -0.11331 -4.48798  0.074
H: -0.40882 4.27082 7.83919  0.141
H: -3.09659 3.86537 -1.16564  0.101
H: 0.50143 -5.17833 -4.11413  0.052
H: 3.26829 -1.93289 -4.80571  0.083
H: 7.05442 1.86331 -2.67453  0.150
H: 4.96377 2.35406 -8.80050  0.076
H: 6.92792 -0.72936 -1.85111  0.114
H: 3.66295 4.20730 4.59718  0.101
H: -3.92250 -0.34434 10.04196  0.121
H: 3.11220 0.40635 1.23481  0.068
H: -5.28322 2.40240 1.84631  0.072
H: -3.35942 -2.30774 8.57968  0.120
H: 4.42046 3.21590 3.44522  0.123
H: 4.45959 0.40521 -5.92032  0.123
H: -4.71992 4.24385 -2.72704  0.073
H: -0.66949 -3.68791 -7.37206  0.135
H: -1.85340 3.46644 3.45187  0.093
H: 5.44121 -6.96255 -0.50076  0.096
H: -0.83444 7.95133 -3.34997  0.074
H: 3.30764 1.22510 4.32851  0.079
H: -2.00396 -7.03255 -1.24862  0.054
H: -5.59505 5.84370 -2.76595  0.090
H: 5.79299 3.08792 -5.81617  0.074
H: -3.85450 0.69361 8.67085  0.114
H: 0.93585 0.70496 2.77643  0.071
H: -2.06628 7.91712 0.08365  0.057
H: 2.53757 -2.97506 -3.59576  0.084
H: -5.21769 -6.83046 -3.43107  0.079
H: -6.39064 1.65147 7.28167  0.069
H: 5.23876 -0.55668 -4.32292  0.098
H: -1.01437 1.86158 3.15825  0.045
H: -3.06547 -0.50585 -5.74700  0.098
H: -6.82222 -3.56779 3.26257  0.144
H: 0.05792 -4.24603 -2.67698  0.057
H: 8.71253 -0.19113 -3.02165  0.125
H: 2.00775 6.75009 0.98776  0.121
H: -1.50046 -2.25434 0.95273  0.116
H: -5.90900 4.57270 -1.50161  0.103
H: -4.07323 4.22992 0.33552  0.121
H: -2.85931 0.07837 4.93393  0.071
H: -5.98069 0.03740 0.75051  0.139
H: -0.62607 -1.23300 3.04071  0.120
H: -1.52090 6.65002 3.89283  0.064
H: -1.41831 -9.51357 -3.96080  0.116
H: 0.29331 2.29920 -0.56471  0.081
H: -4.16944 -7.04438 -2.14848  0.067
H: -0.81470 1.89429 0.89166  0.074
H: 3.12141 -3.42738 0.02760  0.070
H: 0.34000 -2.39493 1.02787  0.122
H: -2.78759 -5.78742 0.79432  0.076
H: -3.66968 -8.49079 -4.58048  0.122
H: 6.71235 -4.00928 1.92564  0.126
H: -4.44789 -5.36399 -2.84683  0.088
H: -2.36360 1.97282 4.18837  0.077
H: -0.00790 -8.07239 -2.61691  0.114
H: -0.51464 -6.23572 -0.83884  0.102
H: -0.38073 6.46207 2.02864  0.096
H: -2.89536 0.81635 6.49318  0.030
H: -1.68973 2.57415 6.56508  0.096
H: 4.35473 -1.05474 -1.57415  0.092
H: 4.33798 -5.29233 4.10828  0.089
H: 3.73025 -6.92983 -0.82261  0.071
H: -1.82714 4.17254 5.79231  0.141
H: 2.42679 -5.00858 -0.47155  0.060
H: -0.77032 4.82043 -1.53606  0.107
H: 6.85934 3.77924 -4.68274  0.086
H: 3.67935 -6.83245 2.08469  0.120
H: -1.73909 8.32418 3.30565  0.101
H: 2.80562 3.04944 -5.59561  0.088
H: 6.62938 -4.76137 -0.37494  0.119
H: 2.24804 4.90144 7.67941  0.127
H: 2.74389 2.07548 1.23012  0.068
H: -2.95184 -2.35507 4.98045  0.041
H: 4.88266 -6.05381 -2.00940  0.079
H: 1.76917 -2.66901 -6.02366  0.045
H: -3.93327 -1.35171 2.60920  0.132
H: -3.38309 -6.04714 -6.36387  0.087
H: 8.42210 2.02494 -3.77817  0.114
H: -2.46881 -0.84536 -0.85904  0.085
H: -3.13660 6.84425 -3.96451  0.099
H: 3.00022 -2.78821 1.87669  0.039
H: -5.05557 7.62670 -1.15208  0.095
H: -7.43476 -1.88583 7.35498  0.095
H: 2.65692 -3.45967 -8.22803  0.119
H: -0.00710 -1.68759 -2.53964  0.094
H: 1.04510 -5.71666 -2.49663  0.071
H: 5.59228 -3.85360 -1.49028  0.108
H: 5.82730 1.52284 -7.53737  0.075
H: -5.84378 -5.45765 2.35100  0.131
H: 6.70112 -2.33449 0.07019  0.127
H: -2.03898 -5.31342 -1.25006  0.065
H: 1.42651 1.11509 -6.22030  0.122
H: 4.96059 -4.85203 -4.67369  0.056
H: -5.88416 -1.61831 8.89105  0.134
H: 3.22671 -0.50111 -6.88527  0.119
H: -1.19025 7.92532 4.97282  0.075
H: 1.62014 -0.72909 2.08674  0.114
H: 0.24762 8.02051 1.50830  0.130
H: -4.17105 -6.51637 1.68727  0.095
H: -4.84671 -0.41455 4.68449  0.039
H: -0.59867 2.78888 -3.55492  0.115
H: 5.72500 -5.74954 3.22897  0.068
H: 1.63728 1.39482 4.84298  0.090
H: -7.57616 -0.88013 5.92436  0.059